This record from OMol25 describes a structure of composition C28H56Br2N8Ni2O21. The level of theory is ωB97M-V with the def2-TZVPD basis set.

Geometry (Å):
1 C 0.24406 8.55822 3.63436
2 C 1.50111 9.25753 3.13974
3 C 2.28316 8.34675 2.18140
4 C 1.58318 8.22770 0.80384
5 C 1.44356 9.59142 0.16744
6 C 0.71870 10.69703 1.00502
7 N 1.24137 10.59245 2.43181
8 O 1.07046 11.50823 3.21721
9 C -0.80691 10.38661 1.05369
10 C 1.03255 12.07985 0.46176
11 C 2.38863 9.54304 4.38339
12 H -0.43134 9.23442 4.16543
13 H 0.31714 7.70398 4.30545
14 H -0.35942 8.20283 2.79712
15 H 2.30647 7.32454 2.55789
16 H 3.30749 8.69803 2.05354
17 H 0.58040 7.79891 0.88460
18 H 2.05329 7.56053 0.08219
19 H 0.95999 9.50378 -0.80625
20 H 2.45938 9.93800 -0.03952
21 H -1.38139 10.79878 1.88109
22 H -0.97132 9.30961 1.01344
23 H -1.28147 10.69228 0.12011
24 H 2.08914 12.36178 0.44587
25 H 0.59910 12.88338 1.05703
26 H 0.80688 12.20778 -0.59640
27 H 1.96364 10.04814 5.24863
28 H 3.31136 10.02673 4.05802
29 H 2.77329 8.62992 4.84241
30 Ni -9.48642 6.09214 3.10882
31 Ni -8.31246 6.20016 5.85692
32 C -5.84802 7.85738 1.41380
33 C -4.57874 8.36646 1.70886
34 C -4.15930 8.73317 3.09640
35 O -3.11926 9.33668 3.44451
36 C -4.95409 8.36837 4.18286
37 C -6.14820 7.59353 3.93484
38 C -6.72616 7.51981 2.48806
39 O -7.89433 7.08853 2.33012
40 O -6.78622 7.06410 4.83937
41 O -3.85629 8.60815 0.71976
42 H -6.12906 7.80092 0.37619
43 H -4.76438 8.62898 5.21307
44 O -8.45966 4.87649 4.29216
45 H -7.57347 4.59283 4.02871
46 C -8.16859 10.32965 4.30575
47 N -8.37332 11.75822 4.68183
48 O -7.48487 12.28317 5.33814
49 O -9.48444 12.23306 4.58539
50 H -8.12670 10.22564 3.22179
51 H -9.01152 9.72872 4.63978
52 H -7.23654 10.04066 4.78240
53 C -1.93469 10.21819 6.78866
54 N -2.73485 10.68178 7.94192
55 O -2.51334 10.24749 9.04790
56 O -3.59334 11.51655 7.73847
57 H -2.20935 9.17586 6.62385
58 H -0.86304 10.25906 6.96378
59 H -2.25976 10.79616 5.92800
60 C -6.41773 5.27275 -0.44593
61 N -5.94633 4.61322 0.80884
62 O -6.75874 4.01376 1.47675
63 O -4.82046 4.90646 1.19399
64 H -6.15993 4.61716 -1.27910
65 H -5.92184 6.19319 -0.73628
66 H -7.48835 5.41767 -0.33626
67 C -5.15883 11.80283 0.17106
68 N -6.40142 12.59967 0.19898
69 O -7.44767 12.07280 0.53961
70 O -6.29270 13.73437 -0.22664
71 H -4.84399 11.58666 -0.84743
72 H -5.25798 10.83003 0.64765
73 H -4.41502 12.37863 0.71711
74 C -5.25854 8.82294 -3.14236
75 N -6.63124 9.36966 -3.41290
76 O -7.56604 8.67300 -3.04624
77 O -6.70156 10.46362 -3.90962
78 H -4.89176 8.59777 -4.14287
79 H -5.36477 7.93842 -2.52245
80 H -4.63847 9.58888 -2.68445
81 C -9.05164 8.96339 0.07834
82 N -10.02274 9.11370 1.20482
83 O -10.34932 8.06959 1.76920
84 O -10.27553 10.22402 1.57886
85 H -9.15511 7.98324 -0.38160
86 H -8.04787 9.02329 0.49248
87 H -9.17823 9.70398 -0.70727
88 C -2.51047 6.23308 5.09016
89 N -2.20225 5.29143 6.22916
90 O -1.12530 4.73760 6.26222
91 O -2.98274 5.28888 7.16763
92 H -1.62923 6.79846 4.80151
93 H -3.25320 6.93037 5.46712
94 H -2.92642 5.66974 4.25664
95 Br -0.22866 6.63461 -2.76771
96 C -2.00969 7.19878 -2.17567
97 C -2.74641 6.03978 -1.45150
98 Br -3.25878 4.58555 -2.65415
99 H -2.52267 7.43045 -3.10675
100 H -1.97761 8.06965 -1.52416
101 H -3.60376 6.40649 -0.88866
102 H -2.05741 5.72505 -0.66764
103 C -10.13084 9.35199 7.96147
104 C -9.58340 7.92792 7.86286
105 O -8.24052 7.88859 7.33684
106 C -7.21862 8.37295 8.24414
107 C -5.91623 8.61629 7.54599
108 H -10.10276 9.91835 7.02913
109 H -11.19438 9.28380 8.19022
110 H -9.55812 9.89028 8.71373
111 H -9.55586 7.49177 8.86392
112 H -10.35169 7.39015 7.30085
113 H -7.49187 9.32566 8.69470
114 H -7.12809 7.54506 8.94872
115 H -6.08302 9.33161 6.73735
116 H -5.52098 7.66868 7.17733
117 H -5.19183 9.10811 8.19475

Calculated values
<S²>: 6.145
HOMO level (spin up / spin down): -14.2 / -14.1 eV
HOMO-LUMO gap (spin up / spin down): 6.23 / 5.46 eV
LUMO (spin up / spin down): -7.989 / -8.630 eV
Spin multiplicity: 5
Charge: +2
E_tot: -11281.733017 Eh


This record from OMol25 describes a cluster of 3 separate species, C16H31B3Br2F4N2O5 in total. The level of theory is ωB97M-V with the def2-TZVPD basis set.

Geometry (Å):
1 C -3.12770 2.45366 0.36579
2 C -4.35496 2.66478 -0.54070
3 C -4.30183 1.84929 -1.84649
4 C -3.80533 2.66555 -3.06829
5 B -2.25048 2.66850 -3.04414
6 O -1.52956 3.76029 -2.57987
7 B -0.39875 3.53749 -1.81704
8 C 0.07734 4.56425 -0.74094
9 C 1.08147 4.04899 0.26650
10 F 2.37505 4.12555 -0.28202
11 O 0.25737 2.32657 -2.00068
12 B -0.42213 1.25495 -2.55071
13 C 0.01312 -0.21000 -2.21793
14 C 1.31852 -0.31567 -1.41371
15 C 1.15635 -0.96232 -0.04704
16 F 2.34463 -0.90177 0.61017
17 Br -0.08339 0.10559 0.98189
18 C 0.78145 -2.50430 -0.12073
19 F 1.75249 -3.20727 0.44117
20 F 0.74478 -2.88164 -1.40610
21 Br -0.87650 -3.07534 0.67162
22 O -1.54254 1.49906 -3.32145
23 H -2.30107 1.97315 -0.17373
24 H -2.74001 3.39171 0.77118
25 H -3.34463 1.81279 1.22441
26 H -5.26598 2.40305 0.00464
27 H -4.43617 3.72833 -0.78907
28 H -3.62315 1.00094 -1.68351
29 H -5.27338 1.40400 -2.07832
30 H -4.17152 2.21520 -3.99782
31 H -4.20305 3.68375 -3.01223
32 H -0.80812 4.95546 -0.22419
33 H 0.52716 5.42217 -1.26183
34 H 0.91045 3.00240 0.53441
35 H 1.08213 4.63821 1.18581
36 H -0.83017 -0.67290 -1.68960
37 H 0.07842 -0.77122 -3.15809
38 H 2.08950 -0.87567 -1.95184
39 H 1.72976 0.67556 -1.20656
40 C 2.09395 1.72992 5.17912
41 N 1.52243 2.45905 4.06883
42 C 2.34079 3.42103 3.35025
43 C 0.25303 2.26576 3.66257
44 O -0.26824 2.85581 2.73199
45 H 2.41589 2.40708 5.97281
46 H 2.95322 1.13683 4.86009
47 H 1.34299 1.05458 5.58621
48 H 1.89746 4.41669 3.39351
49 H 2.43926 3.14190 2.30110
50 H 3.32753 3.44670 3.80701
51 H -0.27838 1.50067 4.25192
52 C 1.69569 -6.23098 -0.82850
53 N 1.83109 -7.67026 -0.79437
54 C 1.46433 -8.39260 0.41016
55 C 2.28905 -8.37900 -1.84819
56 O 2.41643 -9.58747 -1.85584
57 H 2.31615 -5.75793 -0.06489
58 H 0.65917 -5.92767 -0.66288
59 H 2.01065 -5.86385 -1.80418
60 H 2.31669 -8.94390 0.80823
61 H 0.67134 -9.11261 0.20596
62 H 1.11895 -7.67625 1.15284
63 H 2.54096 -7.74661 -2.71670

Calculated values
HOMO level: -9.2 eV
HOMO-LUMO gap: 9.53 eV
SMILES: CCCCB1OB(CCF)OB(CC[C@@](F)(Br)C(F)(F)Br)O1.CN(C)C=O.CN(C)C=O
LUMO: 0.294 eV
Charge: 0
E_tot: -6736.332323 Eh


This record from OMol25 describes an isolated molecule of C5H4N2. The level of theory is ωB97M-V with the def2-TZVPD basis set.

Geometry (Å):
1 C -1.99216 1.54073 1.26274
2 C -1.14073 0.87840 0.72876
3 C -0.15729 0.13308 0.01353
4 C -0.32019 -0.88989 -0.93103
5 N 0.85920 -1.28124 -1.39671
6 N 1.75927 -0.60176 -0.69264
7 C 1.22235 0.28318 0.21208
8 H -2.76055 2.12362 1.72208
9 H -1.23817 -1.36487 -1.23262
10 H 2.73435 -0.73216 -0.92184
11 H 1.03393 -0.08907 1.23564

Calculated values
HOMO level: -9.2 eV
HOMO-LUMO gap: 9.64 eV
SMILES: C#Cc1cn[nH]c1
LUMO: 0.458 eV
Charge: 0
E_tot: -302.285123 Eh


This record from OMol25 describes a cluster of 2 separate species, C3H6IN3 in total. The level of theory is ωB97M-V with the def2-TZVPD basis set.

Geometry (Å):
1 C -1.48858 1.77276 0.28830
2 C -2.41468 0.98112 0.82697
3 C 1.33082 -0.95105 0.60563
4 N 3.26559 1.13373 -1.30140
5 N 2.47510 0.60066 -0.70588
6 N 1.46964 0.16302 -0.26495
7 I -3.69603 -0.24736 -0.17900
8 H -1.22790 1.91877 -0.76195
9 H -2.36685 0.93283 1.88005
10 H 1.50889 -1.76521 0.00825
11 H 2.29212 -1.02777 1.22852
12 H 0.38086 -1.00376 1.06059
13 H -0.96541 2.37900 1.04687

Calculated values
<S²>: 2.009
HOMO level (spin up / spin down): -5.5 / -9.3 eV
HOMO-LUMO gap (spin up / spin down): 6.02 / 6.84 eV
LUMO (spin up / spin down): 0.517 / -2.512 eV
Spin multiplicity: 3
Charge: 0
E_tot: -579.582177 Eh